Formula: C35H94N12O13
Source: OMol25
Level of theory: ωB97M-V with the def2-TZVPD basis set

Calculated values
- LUMO level: 0.52 eV
- Total charge: 0
- SMILES: COC[C@H](C)N.COC[C@H](C)N.COCCNCCOC.COCCNCCOC.COCCNCCOC.COCCNCCOC.NC(N)=O.NC(N)=O.NC(N)=O

Each line ends with the Mulliken charge.
Geometry (Å):
H: -3.3287 -6.1619 3.5029  0.22
C: 6.7362 0.1059 -0.4148  0.77
O: -2.3847 -4.4152 0.0598  -0.13
H: -2.4083 7.7159 0.9520  0.47
H: 0.1434 -1.1788 1.4723  0.02
H: -4.1385 3.5440 -6.9569  0.31
O: -0.0343 -3.9562 -4.6108  -0.48
C: 4.6007 -1.3457 -4.4290  -0.74
C: 0.7258 4.5841 -0.3010  -1.07
H: -1.2838 -2.7919 1.5984  -0.27
C: 0.9899 -4.2448 2.3497  -0.38
C: -3.2991 -0.6865 0.3266  -1.50
N: 1.1499 -1.4179 -0.5232  0.87
O: 6.6117 1.2335 -0.8049  -0.65
H: -1.4116 6.3017 -0.6320  0.46
O: -1.4753 0.4448 -4.0756  -0.32
H: -0.2052 7.3101 -0.0407  0.38
H: 1.6045 -1.5201 -1.4194  -0.32
H: 0.0278 6.8765 -7.8576  0.24
H: 7.9473 -1.5302 0.2580  0.15
H: -2.0022 -2.7077 -1.1095  -0.09
H: -2.8218 4.7465 -8.6178  0.38
C: 4.7703 1.0214 -3.8738  -0.49
N: -2.2203 3.0942 -6.4769  -0.25
O: 0.4633 -5.4450 3.0297  -0.54
N: -2.3899 -0.3815 4.0666  -0.47
H: 2.0462 -3.9313 -3.1277  0.25
C: -2.7434 -3.0717 -0.3979  -0.79
C: -1.5959 1.8212 3.2342  -0.36
C: 1.9847 -3.0445 -3.7585  -0.99
H: 1.7386 2.2791 2.7044  -0.11
H: -0.9899 -7.8772 5.4009  0.23
H: -0.0020 -6.7193 5.2892  0.25
C: -2.8683 5.1227 -7.5958  -0.56
H: -3.2691 -5.4279 -1.4473  0.38
H: -2.4729 7.6752 4.0008  0.27
C: -0.2928 0.4324 -3.1573  -0.16
H: 3.3254 1.9225 2.1010  -0.02
H: 3.1248 3.3026 3.2390  0.37
H: -1.0401 4.5998 4.0378  0.30
H: -2.6451 4.5555 4.7916  0.33
C: -1.4919 -4.0769 -4.8021  -0.42
H: 5.5021 -0.2563 4.7339  0.13
C: -2.0253 4.1352 3.9995  -0.86
H: -1.5763 7.6116 -8.0195  0.28
C: 1.3600 3.3174 0.3307  0.05
H: -2.4187 9.0527 3.0606  0.31
H: -1.8801 -4.5294 -3.8896  0.03
C: -2.8043 -7.1097 3.3811  -1.25
H: 4.2400 -1.7499 -5.3748  0.35
O: -3.7611 -1.4810 6.5210  -0.35
H: -1.4702 -4.7181 3.5444  -0.33
H: -2.8868 -3.2506 5.7365  0.62
H: -1.4863 -4.9739 -1.7687  0.10
H: -0.5262 0.0215 -2.1750  -0.23
O: 2.4479 3.6200 1.2905  -0.47
H: 0.6027 -3.3402 2.8186  0.06
O: -1.0077 7.5133 2.4743  -0.32
N: 7.8705 -0.6096 -0.1505  -0.46
H: -2.8775 2.5611 -4.6612  0.33
O: 2.5997 -0.8502 3.8780  -0.68
H: -4.2753 -1.6574 8.4601  0.27
H: 4.5229 -3.1565 -3.2258  0.45
H: 2.4487 -3.2525 -4.7226  0.38
H: -1.9507 -3.0893 -4.7543  0.24
H: 0.4432 5.4984 1.4986  0.17
H: 4.9548 0.7453 -2.8356  0.09
N: 2.6907 -1.9181 -3.0525  -0.24
C: -3.2701 4.0738 -6.5655  -0.77
C: 3.7646 -0.6717 3.7953  0.59
H: 0.2078 -1.7325 -0.3401  -0.22
C: -0.9515 -5.5137 3.0096  0.66
H: -0.7461 2.3106 2.7584  -0.13
H: -2.4138 1.8715 2.5155  0.38
H: 3.9568 -0.5759 1.7266  0.02
C: -3.6521 -2.1475 7.7120  -0.72
H: -0.0584 -2.6392 -2.9820  -0.29
C: 2.6811 2.7437 2.4150  0.02
C: -1.2073 1.2491 -5.2267  -0.42
C: -3.1725 -2.2346 5.4641  -1.17
H: -0.9949 0.6079 -6.0821  0.23
H: 4.2323 1.9667 -3.9453  0.26
N: 1.1274 -0.9584 1.5306  0.99
H: -0.3888 1.9060 -4.9321  0.37
H: -1.0388 8.8628 4.0873  0.26
H: 2.0792 -4.2388 2.3099  0.35
H: -0.5875 0.5649 4.7270  0.67
H: -0.7499 -7.5537 3.1100  0.21
H: 5.8760 -1.6115 0.0283  0.21
H: -1.8047 -1.3671 2.2335  -0.37
C: 4.1459 -2.1339 -3.2080  -0.05
H: 5.6748 -1.3304 -4.6138  0.44
H: -1.9870 -6.3050 -0.7322  0.30
H: 0.6787 -4.2815 1.3057  0.19
N: 4.5134 -0.4401 4.8278  -0.46
N: -0.0862 5.2753 0.6678  0.02
H: -4.2297 -0.7123 -0.2405  0.52
H: -3.1634 1.3365 -5.9237  0.12
H: -1.7692 -4.6699 -5.6737  0.29
H: 4.7777 -0.3140 -0.3652  -0.16
C: -1.7490 8.3018 3.4798  -0.75
H: -1.1725 6.3877 -9.1251  0.30
H: 5.3619 -0.3767 2.6454  0.09
C: -0.8240 6.4685 0.2707  -0.96
H: 0.0278 1.4638 -3.0107  0.45
C: -1.3378 -6.8061 3.6425  0.58
N: -1.5824 -1.8529 1.3764  0.04
H: -0.5029 -0.0665 3.1315  -0.72
H: -2.2539 6.1133 1.8894  -0.04
H: 0.0215 4.1772 -1.0266  0.43
H: 1.5493 -0.8622 2.4432  0.07
H: -3.6345 -3.0447 -1.0251  0.50
H: 5.7911 1.1117 -4.2453  0.30
H: 0.1845 -1.9638 -4.5787  0.12
H: -3.5810 -2.4783 1.4706  0.40
H: -3.9220 -2.5387 4.7334  0.34
H: 1.8691 2.7788 -0.4686  0.34
C: -1.0193 6.6771 -8.0854  -0.72
H: -2.6614 -0.1809 -0.3985  0.11
H: -1.3246 -1.3448 5.7086  0.32
C: 0.4820 -2.7784 -3.9183  0.75
O: 3.9858 -0.0299 -4.3423  -0.41
N: 5.7212 -0.6681 -0.2974  0.01
H: -2.9630 -7.4413 2.3550  0.28
H: -3.5680 5.9580 -7.5695  0.40
H: -3.5297 -0.0482 1.1795  0.29
H: -2.6107 -2.0404 8.0154  0.32
H: 4.6815 -1.7813 -2.3266  -0.29
H: -3.6354 4.5031 -5.6326  0.42
H: 2.6499 -1.0120 -3.4969  0.29
O: 2.8635 -0.3579 0.3699  -1.13
C: -2.8783 -2.0966 0.7300  0.60
C: 1.7162 -0.7922 0.4311  0.42
H: 0.5703 -0.0803 -3.5818  0.17
C: -1.1826 0.4304 3.8237  0.52
O: -1.6033 5.6776 -7.2340  -0.31
C: -2.2545 -5.3035 -1.0690  -0.79
H: -3.2456 -7.8902 4.0010  0.41
C: -1.9639 -1.5646 4.8536  0.57
N: -0.9646 -6.9257 5.0633  -0.79
H: 8.7523 -0.1506 -0.3287  0.23
H: 0.5307 2.6827 0.6429  -0.02
H: -2.5303 4.4411 3.0832  0.32
O: -2.0726 2.6985 4.2461  -0.43
H: -1.3723 3.6282 -6.3508  0.26
C: -1.7672 6.9607 1.4067  -0.15
H: -1.3823 -2.2460 4.2327  -0.41
H: -4.0209 -3.1723 7.7557  0.29
H: -3.0947 0.1464 4.5612  0.46
N: 4.3703 -0.5687 2.6480  0.02
H: -1.3141 -5.3629 1.9928  -0.18
H: 4.0230 -0.3083 5.7008  0.24
H: 1.4449 5.2721 -0.7456  0.39
C: -2.4340 2.0282 -5.5023  -0.54